Here is a molecular structure, C42H59Cl3N11ORuS at a distorted geometry from OMol25. Energies are from ωB97M-V/def2-TZVPD.

## Properties
DFT total energy in Eh: -4186.3438
Orbital gap (spin up / spin down) in Eh: 0.2756 / 0.1898
LUMO (spin up / spin down) in Ha: -0.16785 / -0.25277
Highest occupied orbital energy (spin up / spin down) in eV: -12.07 / -12.04
⟨S²⟩: 8.772
Strongest force on any atom in hartree/bohr: 0.069

Structure (ORCA input):
```
! wB97M-V def2-TZVPD RIJCOSX def2/J DEFGRID3
* xyz 2 6
Ru 0.033 -1.201 -2.541
C 3.063 -2.474 -1.389
N 2.704 -1.397 -0.421
C 2.628 -1.927 0.967
C 2.315 -0.166 -0.872
N 1.665 0.001 -2.108
C 2.362 0.730 -3.117
C 3.761 0.955 -3.109
C 4.389 1.696 -4.167
C 3.667 2.047 -5.328
C 2.275 1.824 -5.353
C 1.654 2.277 -6.498
C 0.318 2.132 -6.636
C -0.430 1.727 -5.538
C 0.111 1.164 -4.364
N -0.772 0.639 -3.384
C -2.087 0.979 -3.279
N -2.391 2.308 -3.099
C -3.803 2.702 -3.404
C -1.385 3.368 -2.941
N -2.956 -0.007 -2.916
C -3.810 0.159 -1.705
C -3.313 -1.098 -3.793
C 1.576 1.167 -4.254
N 2.650 0.957 -0.172
C 3.685 1.100 0.844
C 2.004 2.309 -0.534
H 3.082 -1.935 -2.371
H 2.219 -3.186 -1.433
H 4.065 -2.893 -1.180
H 2.212 -1.178 1.673
H 3.572 -2.189 1.422
H 1.875 -2.752 1.003
H 4.413 0.434 -2.344
H 5.451 1.788 -4.288
H 4.185 2.435 -6.260
H 2.244 2.682 -7.310
H -0.168 2.289 -7.591
H -1.495 1.663 -5.625
H -4.300 1.870 -3.964
H -3.815 3.515 -4.108
H -4.302 2.951 -2.474
H -0.570 3.029 -2.407
H -1.808 4.197 -2.383
H -1.050 3.771 -3.872
H -3.501 1.113 -1.243
H -3.511 -0.615 -0.993
H -4.852 0.190 -2.041
H -4.351 -1.302 -3.789
H -2.911 -2.066 -3.420
H -2.864 -0.883 -4.799
H 4.292 2.012 0.565
H 4.330 0.256 0.902
H 3.199 1.202 1.809
H 1.835 2.843 0.434
H 1.022 2.112 -1.066
H 2.648 2.892 -1.187
Cl -4.866 -6.176 0.840
C -5.065 -6.284 2.679
Cl -4.149 -5.050 3.554
H -4.801 -7.281 2.945
H -6.133 -6.115 2.848
C -2.178 3.376 3.503
C -1.096 2.602 4.278
C -0.216 3.751 4.888
C -1.659 1.839 5.490
C -0.267 1.656 3.293
O 0.277 2.379 2.209
C 1.048 1.171 3.914
C 1.248 0.007 4.909
C 2.451 0.351 5.841
C 3.684 -0.309 5.828
C 4.709 0.163 6.664
C 4.432 1.124 7.671
Cl 5.748 1.799 8.538
C 3.177 1.634 7.774
C 2.193 1.291 6.840
C -1.284 0.600 2.744
N -0.874 -0.186 1.541
C -0.723 0.116 0.231
N -0.470 -1.017 -0.452
C -0.689 -1.964 0.453
N -0.966 -1.522 1.667
H -2.690 4.112 4.200
H -2.990 2.826 2.998
H -1.649 4.014 2.711
H -0.914 4.512 5.349
H 0.331 4.285 4.107
H 0.570 3.488 5.665
H -1.450 0.744 5.460
H -2.757 1.894 5.539
H -1.317 2.300 6.452
H -0.383 2.811 1.702
H 1.557 2.047 4.368
H 1.869 0.888 3.131
H 1.542 -0.915 4.434
H 0.367 -0.253 5.468
H 3.991 -0.964 5.016
H 5.735 -0.270 6.650
H 2.985 2.476 8.497
H 1.198 1.849 6.821
H -2.117 1.285 2.594
H -1.611 -0.081 3.574
H -0.575 1.160 -0.127
H -0.400 -3.024 0.345
C -2.736 -6.338 -5.280
C -2.189 -5.577 -4.124
C -2.526 -5.853 -2.802
C -1.930 -4.941 -1.836
N -1.112 -3.988 -2.148
C -0.788 -3.840 -3.457
S 0.346 -2.693 -4.034
N -1.292 -4.634 -4.381
H -2.132 -6.029 -6.222
H -3.832 -6.265 -5.457
H -2.464 -7.443 -5.135
H -3.134 -6.660 -2.525
H -2.089 -5.091 -0.788
*
```

Atom charges from the Löwdin analysis, given in e for atoms 1 to 99:
1. Ru 1.222
2. C -0.030
3. N -0.119
4. C -0.030
5. C -0.351
6. N -0.098
7. C -0.242
8. C -0.017
9. C -0.041
10. C -0.016
11. C -0.172
12. C -0.046
13. C -0.052
14. C -0.034
15. C -0.222
16. N -0.023
17. C -0.374
18. N -0.102
19. C -0.004
20. C -0.004
21. N -0.179
22. C -0.016
23. C -0.040
24. C -0.027
25. N -0.078
26. C -0.017
27. C 0.006
28. H 0.078
29. H 0.074
30. H 0.112
31. H 0.080
32. H 0.093
33. H 0.093
34. H 0.133
35. H 0.100
36. H 0.144
37. H 0.127
38. H 0.123
39. H 0.107
40. H 0.113
41. H 0.092
42. H 0.090
43. H 0.045
44. H 0.104
45. H 0.092
46. H 0.086
47. H 0.087
48. H 0.102
49. H 0.079
50. H 0.069
51. H 0.123
52. H 0.130
53. H 0.081
54. H 0.066
55. H 0.092
56. H 0.068
57. H 0.093
58. Cl 0.410
59. C -0.944
60. Cl 0.502
61. H 0.017
62. H 0.030
63. C -0.064
64. C -0.493
65. C -0.055
66. C -0.028
67. C -0.424
68. O -0.027
69. C -0.102
70. C -0.126
71. C -0.226
72. C -0.037
73. C -0.087
74. C -0.698
75. Cl 0.708
76. C -0.110
77. C -0.043
78. C -0.001
79. N -0.044
80. C -0.100
81. N -0.061
82. C -0.234
83. N 0.143
84. H 0.116
85. H 0.078
86. H 0.107
87. H 0.108
88. H 0.083
89. H 0.084
90. H 0.073
91. H 0.092
92. H 0.101
93. H 0.065
94. H 0.115
95. H 0.117
96. H 0.092
97. H 0.094
98. H 0.105
99. H 0.117



Here is a molecular structure, C42H59Cl3NO6PRuSi4Te at a distorted geometry from OMol25. Energies are from ωB97M-V/def2-TZVPD.

## Properties
DFT total energy in Eh: -5385.0521
Energy relative to the best compared isomer or geometry (same formula, charge and spin) in eV: 3.182
Orbital gap (spin up / spin down) in Eh: 0.2084 / 0.2223
LUMO (spin up / spin down) in Ha: 0.03137 / 0.04812
Highest occupied orbital energy (spin up / spin down) in eV: -4.82 / -4.74
⟨S²⟩: 0.848
Strongest force on any atom in hartree/bohr: 0.070

Structure (ORCA input):
```
! wB97M-V def2-TZVPD RIJCOSX def2/J DEFGRID3
* xyz -1 2
Ru 1.119 0.493 1.646
N 0.478 2.107 3.560
C 1.647 2.528 4.331
C 2.395 3.677 3.662
C 3.124 3.264 2.356
O 4.186 3.808 2.082
O 2.537 2.404 1.637
H -0.153 2.893 3.406
H -0.015 1.374 4.071
H 2.312 1.662 4.424
H 1.352 2.840 5.349
H 3.145 4.083 4.342
H 1.699 4.482 3.404
Cl 0.506 3.288 -0.420
C 2.121 3.676 -0.821
C 2.516 4.992 -0.945
C 3.845 5.260 -1.231
C 4.744 4.221 -1.395
C 4.336 2.907 -1.243
C 3.011 2.614 -0.944
P 2.410 0.936 -0.516
C 3.999 0.079 -0.275
C 4.570 -0.776 -1.214
C 5.780 -1.391 -0.942
C 6.429 -1.166 0.261
C 5.873 -0.302 1.191
C 4.669 0.318 0.924
C 1.829 0.327 -2.138
C 1.482 1.184 -3.182
C 0.910 0.687 -4.340
C 0.649 -0.668 -4.468
C 0.991 -1.530 -3.437
C 1.580 -1.038 -2.289
H 1.802 5.788 -0.791
H 4.175 6.286 -1.308
H 5.777 4.439 -1.623
H 5.052 2.102 -1.330
H 4.081 -0.960 -2.161
H 6.219 -2.052 -1.677
H 7.372 -1.654 0.472
H 6.372 -0.111 2.130
H 4.249 0.999 1.647
H 1.658 2.248 -3.099
H 0.660 1.366 -5.144
H 0.173 -1.052 -5.359
H 0.793 -2.590 -3.518
H 1.837 -1.708 -1.483
C -4.606 -1.979 1.854
Si -4.962 -0.979 0.264
C -4.731 -2.154 -1.231
C -6.827 -0.506 0.330
Si -3.593 0.954 0.064
Te -1.162 0.489 0.732
Si -4.387 2.624 1.569
C -3.412 4.255 1.310
C -6.256 3.078 1.494
C -4.056 2.040 3.363
Si -3.606 1.745 -2.180
C -2.687 3.413 -2.360
C -2.723 0.485 -3.320
C -5.397 2.008 -2.831
H -5.126 -2.931 1.871
H -4.898 -1.431 2.744
H -3.544 -2.179 1.940
H -5.210 -3.116 -1.081
H -3.675 -2.338 -1.391
H -5.131 -1.726 -2.144
H -7.475 -1.355 0.128
H -7.061 0.264 -0.397
H -7.090 -0.115 1.306
H -3.783 4.813 0.457
H -2.366 4.032 1.118
H -3.460 4.909 2.176
H -6.641 3.000 0.483
H -6.433 4.093 1.837
H -6.846 2.415 2.117
H -3.022 1.722 3.459
H -4.676 1.188 3.620
H -4.237 2.814 4.103
H -1.696 3.329 -1.926
H -3.201 4.213 -1.840
H -2.568 3.713 -3.397
H -1.706 0.334 -2.969
H -2.668 0.817 -4.352
H -3.216 -0.482 -3.307
H -5.955 2.665 -2.173
H -5.940 1.071 -2.889
H -5.405 2.453 -3.821
Cl 3.937 -3.010 4.214
C 2.345 -2.363 4.568
Cl 2.318 -1.694 6.202
C 1.979 -1.222 3.583
O 0.840 -0.740 3.731
O 2.850 -0.841 2.798
H 1.613 -3.169 4.510
C 1.458 -7.023 -2.951
C 1.391 -5.901 -1.955
C 0.232 -5.151 -1.828
C 0.129 -4.135 -0.889
C -1.128 -3.328 -0.784
C 1.212 -3.875 -0.055
C 2.391 -4.609 -0.171
C 3.549 -4.294 0.724
C 2.465 -5.620 -1.121
C 1.097 -2.795 1.019
O 0.964 -3.146 2.184
O 1.134 -1.620 0.560
H 0.789 -6.839 -3.790
H 1.149 -7.955 -2.476
H 2.472 -7.153 -3.325
H -0.611 -5.352 -2.476
H -1.905 -3.740 -1.426
H -0.935 -2.294 -1.076
H -1.487 -3.318 0.243
H 3.847 -3.251 0.605
H 4.404 -4.929 0.501
H 3.261 -4.425 1.767
H 3.381 -6.191 -1.215
*
```

Atom charges from the Löwdin analysis, given in e for atoms 1 to 99:
1. Ru 0.858
2. N -0.039
3. C -0.259
4. C -0.099
5. C -0.669
6. O 0.027
7. O -0.253
8. H 0.082
9. H 0.063
10. H 0.113
11. H 0.112
12. H 0.109
13. H 0.113
14. Cl 0.696
15. C -0.673
16. C -0.094
17. C -0.079
18. C -0.075
19. C -0.054
20. C -0.366
21. P 1.067
22. C -0.335
23. C -0.084
24. C -0.094
25. C -0.087
26. C -0.059
27. C -0.092
28. C -0.326
29. C -0.080
30. C -0.096
31. C -0.094
32. C -0.065
33. C -0.100
34. H 0.103
35. H 0.101
36. H 0.102
37. H 0.109
38. H 0.099
39. H 0.099
40. H 0.098
41. H 0.110
42. H 0.084
43. H 0.097
44. H 0.101
45. H 0.100
46. H 0.103
47. H 0.085
48. C -0.210
49. Si 0.397
50. C -0.210
51. C -0.211
52. Si 0.076
53. Te 0.537
54. Si 0.377
55. C -0.219
56. C -0.219
57. C -0.224
58. Si 0.386
59. C -0.211
60. C -0.208
61. C -0.216
62. H 0.023
63. H 0.013
64. H 0.013
65. H 0.027
66. H -0.007
67. H 0.013
68. H 0.023
69. H 0.007
70. H 0.012
71. H 0.009
72. H -0.001
73. H 0.022
74. H 0.001
75. H 0.018
76. H 0.010
77. H -0.006
78. H 0.012
79. H 0.022
80. H -0.039
81. H 0.008
82. H 0.025
83. H 0.003
84. H 0.026
85. H 0.008
86. H 0.007
87. H 0.008
88. H 0.019
89. Cl 0.625
90. C -1.016
91. Cl 0.586
92. C -0.845
93. O -0.100
94. O -0.067
95. H 0.062
96. C -0.063
97. C -0.283
98. C -0.025
99. C -0.214